DFT (wB97M-V/def2-TZVPD) results for C16H15BrCl2CoO3 as an isolated structure.

```
! RIJCOSX wB97M-V def2-TZVPD def2/J DEFGRID3
* xyz 1 1
Co -0.512 0.643 -0.360
C -2.542 -5.599 -1.633
O -2.219 -5.462 -0.248
C -1.860 -4.268 0.210
C -1.559 -4.229 1.598
C -1.190 -3.057 2.166
C -1.081 -1.856 1.408
C -0.757 -0.638 2.045
C -0.611 -0.540 3.533
O -0.581 0.470 1.433
C -1.376 -1.921 0.013
O -1.327 -0.867 -0.765
C -1.773 -3.127 -0.568
H -2.801 -6.643 -1.771
H -1.682 -5.347 -2.254
H -3.394 -4.970 -1.892
H -1.637 -5.144 2.167
H -0.964 -3.036 3.222
H -1.541 -0.825 4.024
H -0.356 0.480 3.804
H 0.172 -1.212 3.885
H -1.996 -3.127 -1.624
Cl -2.615 2.342 -0.712
C -1.447 3.591 -0.275
Cl 0.202 2.895 -0.361
H -1.623 3.908 0.745
H -1.500 4.406 -0.987
Br 5.514 -1.280 -1.760
C 3.763 -0.766 -1.287
C 2.723 -0.997 -2.173
C 1.430 -0.627 -1.819
C 1.216 -0.012 -0.594
C 2.250 0.216 0.297
C 3.538 -0.168 -0.057
H 2.912 -1.471 -3.126
H 0.615 -0.839 -2.500
H 2.074 0.688 1.255
H 4.362 0.001 0.623
*
```

Calculated values
LUMO energy (spin up / spin down): -4.1 / -4.1 eV
ΔE to the lowest compared entry with this formula, charge and spin: 0.00 kJ/mol
gap between HOMO and LUMO (spin up / spin down): 7.5 / 7.5 eV

Mulliken atomic charge list, values in e, 8 entries:
1 Co -0.118
2 C -0.818
3 O -0.423
4 C 0.963
5 C -1.012
6 C -0.898
7 C -0.088
8 C 1.587


DFT (wB97M-V/def2-TZVPD) results for C16H15BrN4O7W as an isolated structure.

```
! RIJCOSX wB97M-V def2-TZVPD def2/J DEFGRID3
* xyz 2 1
W -0.054 -0.348 0.097
O -2.736 -0.923 -3.762
C -1.941 -0.244 -2.952
O -0.775 -0.017 -3.138
C -2.670 0.298 -1.759
C -3.999 0.663 -1.871
C -4.621 1.334 -0.827
C -3.878 1.640 0.299
C -2.565 1.225 0.348
N -1.957 0.548 -0.641
C -1.704 1.519 1.546
O -2.072 2.037 2.546
O -0.431 1.155 1.280
H -2.239 -1.187 -4.554
H -4.525 0.432 -2.786
H -5.660 1.627 -0.902
H -4.282 2.182 1.144
C 2.927 -1.462 3.317
C 1.755 -1.224 2.435
N 1.820 -0.615 1.302
O 3.002 -0.143 0.827
C 0.368 -1.646 2.794
C -0.086 -2.213 4.086
N -0.367 -1.381 1.786
O -1.580 -1.277 1.396
H 3.662 -2.097 2.812
H 2.632 -1.963 4.234
H 3.411 -0.518 3.586
H 3.712 -0.353 1.457
H 0.374 -3.188 4.261
H -1.167 -2.325 4.080
H 0.202 -1.551 4.905
O 3.681 0.654 -3.927
C 2.809 0.801 -2.944
C 2.472 2.075 -2.415
C 1.570 2.187 -1.393
N 1.027 1.039 -0.944
C 1.333 -0.132 -1.424
Br -0.386 -2.491 -1.034
C 2.225 -0.363 -2.431
H 4.046 1.494 -4.239
H 2.929 2.966 -2.826
H 1.269 3.123 -0.946
H 2.469 -1.339 -2.823
*
```

Calculated values
LUMO energy: -8.9 eV
ΔE to the lowest compared entry with this formula, charge and spin: 100.07 kJ/mol
gap between HOMO and LUMO: 7.0 eV

natural (NBO) atomic charge list, values in e, 8 entries:
1 W 1.647
2 O -0.637
3 C 0.772
4 O -0.570
5 C 0.122
6 C -0.172
7 C -0.087
8 C -0.166


DFT (wB97M-V/def2-TZVPD) results for C16H15CdN3O5 as an isolated structure in a non-equilibrium geometry.

```
! RIJCOSX wB97M-V def2-TZVPD def2/J DEFGRID3
* xyz 0 1
Cd 0.351 0.836 0.025
O 4.064 -0.626 -1.385
C 2.955 -0.186 -1.177
N 2.354 0.111 0.014
C 2.977 -0.098 1.215
O 4.120 -0.433 1.433
C 2.046 0.132 2.409
C 2.477 -0.265 3.667
C 1.627 -0.102 4.747
C 0.379 0.469 4.541
C 0.030 0.851 3.259
N 0.841 0.677 2.216
C 2.042 0.073 -2.381
C 2.502 -0.261 -3.647
C 1.669 -0.064 -4.735
C 0.405 0.470 -4.528
C 0.026 0.786 -3.236
N 0.823 0.583 -2.187
H 3.463 -0.695 3.762
H 1.933 -0.415 5.736
H -0.311 0.621 5.359
H -0.924 1.320 3.045
H 3.498 -0.668 -3.740
H 2.002 -0.322 -5.732
H -0.274 0.645 -5.352
H -0.941 1.227 -3.017
C -3.385 -0.760 -1.204
C -2.584 -0.309 0.009
C -3.209 -0.800 1.308
O -1.238 -0.867 -0.080
C -2.564 1.263 0.024
O -3.655 1.798 0.093
O -1.425 1.858 -0.021
H -3.531 -1.844 -1.184
H -2.869 -0.484 -2.127
H -4.356 -0.273 -1.201
H -3.411 -1.871 1.254
H -4.139 -0.261 1.481
H -2.530 -0.617 2.142
H -1.239 -1.499 -0.805
*
```

Calculated values
LUMO energy: -0.3 eV
ΔE to the lowest compared entry with this formula, charge and spin: 16.57 kJ/mol
gap between HOMO and LUMO: 9.0 eV

natural (NBO) atomic charge list, values in e, 8 entries:
1 Cd 1.696
2 O -0.557
3 C 0.633
4 N -0.871
5 C 0.634
6 O -0.554
7 C 0.130
8 C -0.207


DFT (wB97M-V/def2-TZVPD) results for C16H15ClN2O2SeV as an isolated structure in a non-equilibrium geometry.

```
! RIJCOSX wB97M-V def2-TZVPD def2/J DEFGRID3
* xyz 2 2
Cl 0.085 2.874 -2.692
C -1.910 -0.452 -3.279
C -1.066 -1.599 -3.028
C 0.192 -1.360 -3.662
H -1.380 -2.517 -2.514
C 0.138 -0.076 -4.322
C -1.177 0.469 -4.068
H -1.509 1.444 -4.431
H -2.956 -0.350 -2.965
H 1.039 -2.059 -3.715
C 1.207 0.552 -5.138
V -0.060 0.325 -1.995
C 1.723 0.784 -1.495
O 2.825 1.090 -1.192
C -0.917 1.167 -0.538
O -1.420 1.799 0.343
H 2.191 0.295 -4.730
H 1.083 1.640 -5.102
H 1.167 0.222 -6.185
C -2.205 -0.856 1.966
N -0.737 -0.684 2.141
C 0.237 -1.045 1.253
Se 0.053 -1.869 -0.425
N 1.425 -0.712 1.869
C 1.215 -0.165 3.142
C 2.120 0.264 4.105
C 1.529 0.730 5.272
C 0.142 0.762 5.460
C -0.759 0.324 4.493
C -0.159 -0.142 3.322
H -2.598 -1.513 2.746
H -2.410 -1.291 0.996
H -2.705 0.110 2.045
H 2.346 -0.873 1.452
H 3.167 0.198 3.875
H 2.189 1.071 6.046
H -0.268 1.131 6.383
H -1.833 0.313 4.569
*
```

Calculated values
LUMO energy (spin up / spin down): -10.1 / -9.7 eV
<S²>: 1.01
gap between HOMO and LUMO (spin up / spin down): 5.2 / 5.6 eV

natural (NBO) atomic charge list, values in e, 8 entries:
1 Cl -0.265
2 C -0.312
3 C -0.141
4 C -0.278
5 H 0.283
6 C 0.003
7 C -0.143
8 H 0.300


DFT (wB97M-V/def2-TZVPD) results for one molecule with the formula C16H15ClN2OS in a non-equilibrium geometry.

```
! RIJCOSX wB97M-V def2-TZVPD def2/J DEFGRID3
* xyz 0 1
C -3.171 -0.172 -3.067
H -3.205 0.450 -3.958
O -3.959 0.479 -2.102
C -4.051 -0.214 -0.885
C -2.755 -0.272 -0.114
C -2.316 -1.449 0.474
C -1.118 -1.458 1.182
N -0.370 -0.371 1.305
C -0.762 0.760 0.749
C -1.965 0.874 0.023
C -2.339 2.119 -0.524
N -2.607 3.157 -0.931
S 0.237 2.181 0.952
C 1.657 1.496 1.902
C 2.741 1.039 0.984
C 3.716 1.928 0.546
C 4.710 1.517 -0.322
C 4.726 0.202 -0.762
C 3.757 -0.696 -0.344
C 2.770 -0.273 0.526
H 2.006 -0.963 0.851
H 3.780 -1.716 -0.696
Cl 5.968 -0.322 -1.844
H 5.467 2.208 -0.657
H 3.697 2.953 0.886
H 1.250 0.681 2.495
H 1.985 2.318 2.537
C -0.604 -2.703 1.831
H 0.255 -2.470 2.454
H -1.380 -3.162 2.439
H -0.303 -3.422 1.069
H -2.898 -2.353 0.386
H -4.422 -1.239 -1.049
H -4.794 0.338 -0.297
H -3.571 -1.168 -3.297
H -2.129 -0.278 -2.741
*
```

Calculated values
LUMO energy: 0.1 eV
SMILES string: COCc1cc(C)nc(SCc2ccc(Cl)cc2)c1C#N
ΔE to the lowest compared entry with this formula, charge and spin: 178.79 kJ/mol
gap between HOMO and LUMO: 8.7 eV

natural (NBO) atomic charge list, values in e, 8 entries:
1 C -0.255
2 H 0.205
3 O -0.518
4 C -0.096
5 C 0.081
6 C -0.292
7 C 0.283
8 N -0.505


DFT (wB97M-V/def2-TZVPD) results for one molecule with the formula C16H15F2N3Si in a non-equilibrium geometry.

```
! RIJCOSX wB97M-V def2-TZVPD def2/J DEFGRID3
* xyz 0 1
F -5.048 -1.791 -0.554
F 1.802 1.435 5.536
N 0.949 0.055 -3.155
N 1.311 -1.844 -4.228
C 0.739 -0.620 -4.257
C 1.785 -1.980 -3.037
C -3.421 -0.565 0.675
C -2.822 -1.741 -1.321
C 1.051 2.235 3.485
C 1.426 -0.099 3.777
C -2.120 -0.068 0.749
C -1.562 -1.248 -1.259
C 0.766 2.030 2.166
C 1.097 -0.313 2.471
C -3.764 -1.422 -0.364
C 1.413 1.173 4.276
C -1.197 -0.411 -0.214
C 0.753 0.754 1.665
N 1.560 -0.816 -2.362
C 0.317 2.140 -1.047
C 1.819 -0.525 -0.948
Si 0.451 0.492 -0.123
H 0.350 -0.177 -5.154
H 2.397 -2.802 -2.741
H -4.178 -0.354 1.411
H -3.118 -2.426 -2.075
H 1.061 3.231 3.921
H 1.668 -0.908 4.446
H -1.853 0.527 1.594
H -0.848 -1.469 -2.038
H 0.486 2.850 1.531
H 1.149 -1.307 2.066
H 1.183 2.753 -0.740
H -0.606 2.602 -0.735
H 0.322 1.988 -2.138
H 1.972 -1.476 -0.448
H 2.709 0.095 -0.830
*
```

Calculated values
LUMO energy: 0.6 eV
SMILES string: C[Si](Cn1cncn1)(c1ccc(F)cc1)c1ccc(F)cc1
gap between HOMO and LUMO: 9.8 eV

natural (NBO) atomic charge list, values in e, 8 entries:
1 F -0.322
2 F -0.319
3 N -0.292
4 N -0.477
5 C 0.126
6 C 0.161
7 C -0.297
8 C -0.269